[1]
Here is a cluster of 2 separate species, C6H7N in total in a non-equilibrium geometry from OMol25. Energies are from ωB97M-V/def2-TZVPD.

Element x y z (Å)
N (3.102504, -0.087777, -0.204332)
C (0.617818, 0.695995, 0.434741)
C (-0.511476, -0.114387, 0.061934)
C (4.119423, -0.472126, -0.575686)
C (-0.421805, 0.652602, 1.450046)
C (-0.065150, 1.069717, -0.830953)
C (-1.184195, -1.361851, -0.300556)
H (-0.980267, 1.658492, 1.657790)
H (-0.591025, 1.984915, -0.807363)
H (-1.133781, -1.557233, -1.472200)
H (0.384213, 0.898797, -1.877108)
H (-0.650363, -2.215247, 0.032060)
H (-0.518999, 0.175510, 2.435028)
H (-2.166894, -1.327413, -0.003402)

Force components x, y, z for each atom (eV/Å):
-0.819 0.311 0.287
1.304 -1.266 -0.010
-0.125 2.021 0.298
1.270 -0.480 -0.455
-2.298 2.574 0.142
0.658 -0.515 -0.542
2.215 -0.626 -3.798
0.480 -1.483 -0.981
-0.959 0.998 -0.012
-0.319 0.809 2.239
-0.422 -0.319 2.043
0.232 -0.938 1.006
1.086 -0.802 -0.862
-2.304 -0.285 0.646

Output
E_LUMO (alpha / beta) ... 0.0424 / -0.1585 Eh
⟨S²⟩ ... 2.012
Energy relative to the best compared isomer or geometry (same formula, charge and spin) ... 104.0 kcal/mol
Frontier orbital gap (alpha / beta) ... 8.802 / 4.594 eV
2S+1 ... 3

Mulliken atomic charge list, values in e, 8 entries: atom 1 (N): -0.195, atom 2 (C): -0.213, atom 3 (C): 0.764, atom 4 (C): 0.113, atom 5 (C): -0.531, atom 6 (C): -0.497, atom 7 (C): -1.215, atom 8 (H): 0.148



[2]
Here is a structure of composition C10H6Cl4N2O5Ru from OMol25. Energies are from ωB97M-V/def2-TZVPD.

Element x y z (Å)
Ru (-0.542712, -0.760634, -0.932905)
Cl (-2.749637, 0.189243, 3.460060)
Cl (-0.219789, 4.201217, -0.633839)
Cl (-2.591601, 3.264030, 4.144667)
Cl (-1.368020, 5.235322, 2.101757)
O (-0.679825, -2.661098, -0.828689)
O (-1.624917, -0.385719, 0.795682)
O (-0.152769, -4.420805, 0.435564)
O (-0.506532, 1.274403, -0.904110)
O (3.326227, -2.085812, -1.128272)
N (1.389402, -1.272439, -0.173886)
N (0.589550, -0.851449, -2.736211)
C (-0.926535, 3.138725, 0.505358)
C (2.335255, -1.375068, -1.133651)
C (1.217158, -2.439620, 0.667021)
C (-1.430296, 3.578002, 1.710446)
C (-2.082934, 1.324222, 2.375581)
C (1.987607, -0.512713, -2.360643)
C (0.075822, -3.296765, 0.100076)
C (-0.976943, 1.763498, 0.187153)
C (-1.584066, 0.835701, 1.126279)
C (-2.006656, 2.661595, 2.656519)
H (2.014812, 0.548391, -2.110429)
H (2.118408, -3.049474, 0.732940)
H (0.538880, -1.799004, -3.103426)
H (0.242519, -0.230270, -3.461219)
H (0.923269, -2.150815, 1.679068)
H (2.684325, -0.722665, -3.170893)

Force components x, y, z for each atom (eV/Å):
-0.022 -0.465 -0.279
-0.024 -0.047 0.022
0.037 0.047 -0.063
-0.019 -0.008 0.036
0.009 0.038 -0.004
-0.106 0.299 0.121
-0.005 -0.056 0.093
0.032 0.008 0.038
0.006 0.022 -0.050
-0.015 0.047 -0.075
-0.148 -0.201 0.154
-0.068 0.230 -0.074
-0.057 -0.175 0.077
0.112 0.092 -0.195
0.099 0.144 0.042
0.014 -0.079 -0.060
0.009 0.098 -0.156
0.170 -0.088 0.057
0.039 -0.213 -0.003
-0.027 0.289 0.103
-0.048 0.196 0.244
0.018 -0.093 -0.074
0.004 -0.034 -0.002
-0.046 -0.019 -0.025
0.011 0.004 0.026
0.027 -0.014 -0.004
-0.005 -0.015 -0.006
0.003 -0.007 0.057

Output
E_LUMO (alpha / beta) ... -0.0034 / -0.1186 Eh
⟨S²⟩ ... 6.029
Energy relative to the best compared isomer or geometry (same formula, charge and spin) ... 0.6 kcal/mol
Frontier orbital gap (alpha / beta) ... 7.914 / 5.795 eV
2S+1 ... 5

Mulliken atomic charge list, values in e, 8 entries: atom 1 (Ru): 0.676, atom 2 (Cl): -0.140, atom 3 (Cl): -0.159, atom 4 (Cl): -0.158, atom 5 (Cl): -0.149, atom 6 (O): -0.612, atom 7 (O): -0.810, atom 8 (O): -0.593



[3]
Here is an isolated molecule of C4H8O2 from OMol25. Energies are from ωB97M-V/def2-TZVPD.

Element x y z (Å)
O (-1.193326, 1.528739, 0.499617)
O (0.553042, -0.944740, -1.531214)
C (-0.953511, -0.929294, 0.455386)
C (0.197825, -0.332187, -0.320432)
C (-1.124246, 0.369927, -0.279245)
C (1.331910, 0.396241, 0.379735)
H (-1.765377, 0.371408, -1.160854)
H (1.081073, -1.726625, -1.314860)
H (-0.925230, -0.917730, 1.540070)
H (-0.620555, 2.182638, 0.076054)
H (-1.469360, -1.781204, 0.015464)
H (1.769843, 1.120249, -0.320361)
H (0.998904, 0.953973, 1.260688)
H (2.119007, -0.291394, 0.699953)

Force components x, y, z for each atom (eV/Å):
-0.086 0.267 -0.133
0.090 -0.102 0.031
-0.023 -0.084 0.127
-0.023 0.307 0.288
-0.051 -0.164 -0.181
0.081 -0.098 -0.013
0.205 -0.093 0.072
-0.150 0.168 -0.106
0.007 0.121 -0.105
-0.220 0.001 0.146
0.244 0.151 0.061
-0.004 -0.188 0.075
-0.045 -0.275 -0.171
-0.025 -0.010 -0.089

Output
E_LUMO ... 0.0312 Eh
Energy relative to the best compared isomer or geometry (same formula, charge and spin) ... 42.6 kcal/mol
Frontier orbital gap ... 10.496 eV
2S+1 ... 1

Mulliken atomic charge list, values in e, 8 entries: atom 1 (O): -0.548, atom 2 (O): -0.547, atom 3 (C): -0.889, atom 4 (C): 0.969, atom 5 (C): -0.171, atom 6 (C): -1.500, atom 7 (H): 0.351, atom 8 (H): 0.367